Entry 1:
The following is a DFT calculation (ωB97M-V with the def2-TZVPD basis set) of a structure of composition C20H49GaN7O3P2 in a non-equilibrium geometry.

```
82
Properties=species:S:1:pos:R:3:forces:R:3:mulliken_charge:R:1
C -4.80354 5.48334 -1.73145 0.26 0.00 0.05 -1.280
C -5.31933 4.05815 -2.01949 0.08 0.86 -0.34 0.108
O -6.19068 3.61369 -1.02753 -0.11 0.02 -0.23 -0.426
C -6.74127 2.29779 -1.35736 0.83 -0.14 0.52 -0.698
Ga -5.78164 0.87232 -0.18337 -0.13 0.26 0.09 0.311
C -3.99222 1.77569 0.36991 -1.75 -2.26 -2.25 1.075
C -2.90164 1.57695 -0.55954 0.29 1.46 1.72 -1.135
C -1.71189 2.21843 -0.23608 -1.09 -0.07 0.17 -0.309
C -1.74635 2.95950 0.95980 1.67 0.57 0.11 -0.306
C -2.83432 3.05311 1.79618 -0.41 -0.20 -0.32 -0.618
N -4.01036 2.44931 1.50911 1.52 0.59 0.15 -0.614
H -5.37080 6.25446 -2.26812 -0.03 -0.18 0.18 0.331
H -3.75755 5.56388 -2.06255 -0.24 0.03 0.04 0.323
H -4.81419 5.73085 -0.66333 -0.09 -0.26 -0.15 0.291
H -5.86239 4.11037 -2.98701 0.24 -0.28 0.11 0.393
H -4.43645 3.40755 -2.15476 -0.35 -0.17 0.16 0.069
H -7.82144 2.35161 -1.17170 0.16 -0.03 -0.33 0.236
H -6.48956 2.08873 -2.40877 -0.55 0.05 0.08 0.314
H -5.48813 -0.46040 -1.06786 0.09 0.03 -0.03 -0.383
H -6.67583 0.49770 1.10937 0.08 0.01 -0.02 -0.402
H -3.00920 0.99827 -1.47265 -0.24 -0.02 0.26 0.348
H -0.82986 2.17973 -0.87386 -0.03 0.02 0.23 0.600
H -0.84048 3.49963 1.25182 -0.19 -0.12 -0.04 0.350
H -2.79035 3.65150 2.70957 0.05 -0.15 -0.18 0.425
O 0.48406 -2.00802 0.95054 -1.18 -2.95 -1.40 -0.589
P -0.18261 -2.67989 2.13486 1.29 4.72 4.26 0.751
N -1.24984 -1.40595 2.57560 -0.95 -0.01 0.36 0.254
C -0.81961 -0.21015 3.27282 0.43 -0.09 0.25 -0.992
C -2.18178 -1.05895 1.49847 0.07 -0.42 -0.31 -1.162
N 1.25112 -2.83776 3.09607 0.99 -0.79 -0.39 0.188
C 1.53770 -2.07866 4.28808 -0.44 -0.22 0.34 -1.077
C 2.47840 -3.11889 2.36360 -0.10 0.28 -0.24 -1.089
N -0.97255 -3.74525 3.23817 0.03 -1.11 -1.68 0.028
C -2.18712 -3.49094 3.99663 -0.66 0.05 -0.35 -0.853
C -0.42122 -5.07831 3.44487 0.04 -0.13 -0.15 -1.136
H -1.66226 0.47091 3.40402 -0.08 -0.07 -0.32 0.382
H -0.02068 0.32633 2.74258 -0.02 0.10 0.06 0.189
H -0.49341 -0.43703 4.28915 0.18 -0.05 -0.07 0.318
H -2.61083 -1.97657 1.07884 0.01 0.06 -0.10 0.377
H -1.69138 -0.50967 0.69198 -0.04 -0.03 -0.04 0.111
H -3.01787 -0.45962 1.86256 0.10 0.01 0.18 0.470
H 1.77082 -1.02962 4.06539 -0.02 0.04 0.10 0.322
H 2.39841 -2.50458 4.81335 0.03 -0.09 -0.13 0.361
H 0.70697 -2.12810 4.99554 -0.08 0.15 -0.09 0.237
H 2.93701 -2.20675 1.95830 0.08 -0.06 -0.07 0.276
H 2.28583 -3.79637 1.53213 0.00 0.13 -0.06 0.334
H 3.20510 -3.61506 3.01449 -0.09 0.07 0.16 0.402
H -1.99417 -2.80006 4.81997 0.01 0.12 -0.13 0.242
H -2.57787 -4.41641 4.42991 0.26 -0.13 -0.12 0.378
H -2.98660 -3.09314 3.37567 0.04 0.17 0.09 0.260
H 0.05198 -5.14838 4.42949 -0.01 0.00 0.00 0.311
H 0.32925 -5.31813 2.69326 0.08 0.09 0.07 0.309
H -1.19408 -5.84902 3.37105 -0.05 0.06 0.02 0.434
O 1.84689 1.15581 -2.37176 0.54 1.45 3.06 -0.988
P 3.22988 0.61316 -2.08527 0.48 -3.20 -5.40 1.040
N 4.05598 1.35278 -3.42104 0.99 0.54 -0.10 0.238
C 3.95405 0.86332 -4.77936 -0.17 -0.45 0.03 -1.087
C 3.96920 2.80780 -3.39768 -0.20 0.00 0.29 -1.171
N 2.83699 -1.05426 -2.25146 -0.77 -0.50 0.70 0.337
C 3.25023 -1.89700 -3.34451 0.65 0.05 0.13 -1.131
C 1.51053 -1.44485 -1.76817 -0.21 0.44 -0.36 -1.119
N 4.74303 0.13237 -1.40628 -0.74 1.04 1.47 0.020
C 6.07672 0.49036 -1.85795 0.19 0.66 0.10 -0.946
C 4.73339 -0.70755 -0.21388 -0.13 0.02 0.20 -1.039
H 4.52233 1.50638 -5.45612 -0.09 0.22 0.16 0.383
H 2.91591 0.81500 -5.13568 0.03 -0.03 -0.11 0.273
H 4.41949 -0.11660 -4.88472 -0.19 -0.10 0.07 0.290
H 4.18917 3.18518 -2.39351 -0.10 0.01 0.00 0.382
H 2.97467 3.16891 -3.68506 0.00 0.07 0.05 0.308
H 4.71033 3.24879 -4.06986 0.03 -0.14 -0.04 0.371
H 2.72403 -1.65423 -4.27724 0.06 -0.06 -0.07 0.330
H 3.04522 -2.94611 -3.11365 -0.10 0.06 0.12 0.361
H 4.33099 -1.83639 -3.50508 -0.02 0.14 -0.12 0.245
H 0.72989 -1.25722 -2.51725 -0.05 -0.01 0.05 0.322
H 1.25445 -0.89782 -0.86813 -0.08 0.00 -0.07 0.347
H 1.49332 -2.50318 -1.50330 0.20 0.00 -0.04 0.313
H 6.33571 -0.04564 -2.77412 -0.09 0.10 -0.07 0.257
H 6.82694 0.23160 -1.10525 -0.23 -0.12 0.14 0.409
H 6.18338 1.56021 -2.02692 0.01 -0.04 -0.18 0.266
H 5.03863 -1.72852 -0.46258 0.00 0.00 0.00 0.309
H 3.74083 -0.75298 0.23059 -0.03 -0.10 -0.12 0.093
H 5.40455 -0.31745 0.55754 0.04 0.04 -0.07 0.544
```
Positions in Å, forces in eV/Å.

2S+1: 1
Net charge: -1
Maximum force in eV/Å: 6.5
E_tot in Eh: -4007.776860


Entry 2:
The following is a DFT calculation (ωB97M-V with the def2-TZVPD basis set) of a cluster of 3 separate species, C20H49N5O6P in total in a non-equilibrium geometry.

```
81
Properties=species:S:1:pos:R:3:forces:R:3:mulliken_charge:R:1
C 5.15528 -1.71499 2.20933 -0.14 0.09 0.01 -1.615
C 4.37247 -2.12261 0.95822 0.05 0.35 0.28 0.686
C 4.59356 -1.07362 -0.13113 0.09 -0.20 -0.13 -1.280
C 2.89741 -2.27606 1.35204 0.08 -0.27 0.06 -0.498
C 2.04386 -3.15580 0.44697 -0.43 -0.46 0.00 -1.272
N 1.59469 -2.51160 -0.81486 0.89 0.72 -0.16 0.036
C 0.94646 -1.35769 -0.94858 -0.51 -0.26 0.09 -0.135
N 1.57254 -0.37006 -1.72003 -0.27 -0.38 -0.60 -0.247
N -0.27675 -1.16281 -0.43813 -0.03 0.18 0.35 0.192
C -0.90326 0.17593 -0.61924 -0.01 0.12 0.24 0.572
C -2.42443 0.18060 -0.47018 -0.11 -0.09 -0.01 -0.639
O -2.96264 0.52276 0.54389 0.05 0.08 -0.15 -0.356
P -1.08245 -2.46882 0.43670 -0.28 -0.41 -0.14 0.661
O -1.12091 -3.73141 -0.30201 0.28 0.01 -0.02 -0.669
H 5.11301 -2.48951 2.97572 0.06 -0.01 -0.01 0.387
H 4.72180 -0.80754 2.63967 0.05 0.02 -0.01 0.355
H 6.19671 -1.50243 1.97145 0.02 -0.07 0.03 0.431
H 4.75496 -3.09566 0.63235 -0.06 0.02 -0.11 0.217
H 4.27668 -1.40012 -1.12292 -0.10 0.03 0.00 0.238
H 5.65332 -0.83036 -0.21023 -0.01 0.00 -0.02 0.495
H 4.06285 -0.15080 0.11457 0.00 0.03 0.00 0.228
H 2.44509 -1.28880 1.50634 -0.06 -0.03 -0.04 0.242
H 2.87011 -2.77334 2.32666 -0.05 0.04 0.01 0.568
H 1.18883 -3.56141 0.98289 -0.03 0.01 -0.07 0.281
H 2.62049 -4.02465 0.13305 -0.05 -0.01 -0.07 0.642
H 2.33014 -2.51782 -1.51259 0.19 0.02 0.22 0.531
H 1.60874 0.51161 -1.21737 0.07 0.00 -0.01 0.336
H 1.06092 -0.20231 -2.58943 0.00 0.29 0.05 0.120
H -0.68522 0.53573 -1.62478 0.06 -0.06 -0.01 -0.261
H -0.50781 0.86937 0.12596 0.01 -0.03 0.01 0.275
H -3.00418 -0.10764 -1.36641 0.03 -0.06 0.04 0.414
H -0.40535 -2.45357 1.65618 0.02 0.15 0.07 -0.019
H -2.33824 -1.93250 0.70440 0.08 0.36 0.03 0.075
C 0.88039 5.59543 -5.56376 -0.03 0.08 -0.04 -0.703
O 0.19034 4.74735 -6.45799 0.04 -0.10 0.12 -0.345
C 1.00842 4.08335 -7.41278 -0.02 0.04 -0.14 -0.804
C 1.08674 2.60035 -7.12593 0.03 -0.03 0.04 -0.161
N 1.83506 2.33751 -5.90390 -0.21 0.02 0.06 -0.277
C 1.76440 0.97171 -5.41608 0.11 0.08 0.05 -0.807
C 0.39956 0.39204 -5.06022 -0.02 -0.18 -0.05 -0.747
O -0.21274 0.97112 -3.90483 0.15 -0.04 0.05 -0.446
C -0.88604 2.20641 -4.13285 -0.07 -0.01 0.14 -0.623
H 0.13171 6.18827 -5.04171 0.00 0.00 0.00 0.237
H 1.46795 5.04083 -4.82117 0.03 0.00 -0.03 0.284
H 1.55492 6.27247 -6.09520 0.00 0.01 0.01 0.349
H 2.00622 4.53063 -7.44213 0.02 -0.05 0.04 0.406
H 0.54725 4.22011 -8.39346 0.00 0.05 0.01 0.407
H 1.58479 2.10126 -7.96230 0.01 -0.01 0.01 0.370
H 0.05480 2.22434 -7.08508 0.01 -0.01 -0.07 0.152
H 1.51961 2.97149 -5.18202 0.05 0.02 -0.01 0.065
H 2.39852 0.90955 -4.52544 0.03 -0.04 -0.03 0.463
H 2.21459 0.31179 -6.16491 -0.03 -0.01 -0.01 0.427
H 0.54604 -0.66575 -4.81762 -0.04 0.00 0.01 0.361
H -0.30328 0.42088 -5.89769 0.01 0.09 0.00 0.545
H -1.33562 2.23245 -5.12613 0.01 0.01 -0.01 0.339
H -0.22287 3.06499 -4.01671 0.02 -0.01 -0.07 0.187
H -1.67858 2.28988 -3.38811 -0.02 -0.02 -0.02 0.285
C -3.54116 -2.55447 7.57225 -0.05 -0.06 0.03 -0.716
O -4.24391 -2.31662 6.36956 0.12 0.06 -0.02 -0.347
C -4.99475 -1.10910 6.33985 -0.14 -0.01 -0.01 -0.832
C -4.37514 -0.10064 5.39814 0.06 0.02 0.00 -0.071
N -3.10815 0.39719 5.91123 0.04 -0.16 -0.12 -0.273
C -2.32405 1.18485 4.97216 0.04 0.05 0.13 -1.146
C -1.88461 0.53005 3.66799 0.00 0.12 0.00 0.089
O -0.91000 -0.49811 3.82029 -0.01 -0.06 -0.14 -0.405
C -1.42212 -1.76720 4.17614 0.13 -0.04 -0.05 -0.642
H -3.19218 -3.58498 7.54135 0.01 0.00 0.00 0.237
H -2.67365 -1.89479 7.69353 -0.03 0.03 0.01 0.302
H -4.18977 -2.43013 8.44397 0.01 -0.01 0.01 0.346
H -5.09490 -0.69352 7.34681 0.05 0.03 -0.01 0.403
H -5.99470 -1.35488 5.97423 0.00 -0.03 0.03 0.400
H -5.06361 0.74132 5.27672 0.01 0.01 -0.01 0.382
H -4.28006 -0.59079 4.41807 -0.06 0.02 -0.01 0.077
H -2.55328 -0.38159 6.23918 0.00 0.02 0.05 0.085
H -1.42478 1.52065 5.49428 -0.01 0.03 -0.01 0.393
H -2.89403 2.08431 4.71610 -0.01 -0.02 -0.02 0.438
H -1.40363 1.30121 3.06153 0.01 -0.02 -0.01 0.295
H -2.73363 0.15543 3.08761 -0.02 -0.05 0.05 0.219
H -2.39011 -1.95943 3.70018 -0.02 -0.02 0.04 0.295
H -1.53239 -1.90065 5.25384 -0.07 0.05 0.00 0.221
H -0.69627 -2.50864 3.83452 -0.04 -0.05 0.05 0.294
```
Positions in Å, forces in eV/Å.

2S+1: 1
Net charge: +1
Maximum force in eV/Å: 1.2
E_tot in Eh: -1857.673328